Entry i
This record from the OMol25 dataset describes C7H6O as an isolated structure. The level of theory is ωB97M-V/def2-TZVPD.

Computed properties:
LUMO level = -0.3 eV
M = 106.12 g mol⁻¹
highest occupied orbital energy = -9.192 eV

XYZ file:
```
14
C7H6O (ωB97M-V/def2-TZVPD)
C -0.40443 -2.93399 -0.63315
C -1.58069 -2.22371 -0.14362
C -1.84145 -1.06377 0.33793
C -0.31584 -0.84174 0.40816
C 0.45329 -2.00068 -0.17888
C 0.37187 0.47065 0.41062
C -0.34901 1.77280 0.31295
O 0.08375 -0.24674 1.58481
H -0.37700 -3.81958 -1.10253
H 1.45123 -2.16819 -0.18644
H 1.35786 0.61136 0.04085
H 0.24004 2.74043 0.66823
H -1.32994 1.65085 0.87537
H -0.59949 1.77670 -0.79803
```



Entry ii
This record from the OMol25 dataset describes one molecule with the formula C7H6O. The level of theory is ωB97M-V/def2-TZVPD.

Computed properties:
LUMO level = 0.9 eV
M = 106.12 g mol⁻¹
highest occupied orbital energy = -8.590 eV
SMILES = C#CC(C#C)OC=C

XYZ file:
```
14
C7H6O (ωB97M-V/def2-TZVPD)
C 2.45660 -0.93506 -0.65672
C 1.47705 -0.80218 -0.06963
C 0.17591 -0.62145 0.62803
C -1.13000 -1.13153 -0.07333
C -2.33482 -1.41490 -0.33987
O 0.02650 0.58384 0.98874
C 0.02985 1.74694 0.41257
C -0.55768 1.86845 -0.98083
H 3.60474 -0.64782 -0.85095
H 0.20467 -1.21297 1.54125
H -3.41725 -1.48038 -0.41399
H 0.05499 2.58814 1.34693
H -0.59615 1.02722 -1.55365
H -0.76443 2.79338 -1.50083
```



Least stable of them? entry ii.



Entry i
This record from the OMol25 dataset describes one molecule with the formula C2H6O3S2. The level of theory is ωB97M-V/def2-TZVPD.

Computed properties:
LUMO level = -0.9 eV
M = 142.20 g mol⁻¹
highest occupied orbital energy = -9.299 eV

XYZ file:
```
13
C2H6O3S2 (ωB97M-V/def2-TZVPD)
C -1.37097 -1.01558 1.20014
C 0.84511 1.56330 -1.13301
O -1.24257 -0.33661 -1.49771
O 2.38367 -0.84590 -0.45769
O 1.20700 0.07817 1.57305
S -0.74298 -1.32096 -0.52678
S 1.22007 -0.19659 0.15630
H -1.75429 -2.00699 1.67774
H -2.33381 -0.45437 1.17669
H -0.64475 -0.63971 1.75923
H 1.42224 1.26852 -1.98669
H -0.19412 1.41517 -1.19654
H 1.20540 2.49156 -0.74475
```



Entry ii
This record from the OMol25 dataset describes one molecule with the formula C2H6O3S2. The level of theory is ωB97M-V/def2-TZVPD.

Computed properties:
LUMO level = 0.1 eV
M = 142.20 g mol⁻¹
highest occupied orbital energy = -9.775 eV
SMILES = CCS(=O)(=O)SO

XYZ file:
```
13
C2H6O3S2 (ωB97M-V/def2-TZVPD)
C -1.28823 0.05971 0.82419
C 0.11917 0.17693 0.14360
S -0.27166 0.13478 -1.75483
O 0.85170 0.70400 -2.43696
O -1.50442 0.80288 -1.89340
S -0.48915 -1.80201 -2.44307
O 0.97905 -1.87581 -3.12032
H -1.91093 0.81303 0.48042
H -1.67890 -0.98543 0.72351
H -1.10649 0.03925 1.93429
H 0.71676 -0.74664 0.44162
H 0.61839 1.24327 0.30376
H 1.23913 -1.09160 -3.77953
```



Least stable of them? entry i.



Entry i
This record from the OMol25 dataset describes an isolated ion of composition C2H5O2S and charge -1. The level of theory is ωB97M-V/def2-TZVPD.

Computed properties:
LUMO level = 4.1 eV
M = 93.13 g mol⁻¹
highest occupied orbital energy = -3.404 eV
net charge = -1
SMILES = C=[S@@](C)(=O)[O-]

XYZ file:
```
10
C2H5O2S (ωB97M-V/def2-TZVPD)
C 0.46426 1.32271 1.15643
S 0.72998 0.10840 -0.03669
C -0.76863 -0.77036 -0.66756
O 1.31406 0.80404 -1.19978
O 1.61604 -1.18005 0.58638
H -0.33610 1.69866 0.57257
H 0.12903 0.86028 2.10234
H -1.36317 -1.29998 0.20192
H -1.48800 -0.08431 -1.27469
H -0.29748 -1.45940 -1.44092
```



Entry ii
This record from the OMol25 dataset describes a 2-piece molecular cluster, C2H5O2S overall. The level of theory is ωB97M-V/def2-TZVPD.

Computed properties:
LUMO level = 4.2 eV
M = 93.13 g mol⁻¹
highest occupied orbital energy = -3.077 eV
net charge = -1

XYZ file:
```
10
C2H5O2S (ωB97M-V/def2-TZVPD)
C 1.53661 0.50606 1.13335
S 1.79940 -0.33226 -0.45121
H 2.31832 0.21417 1.82777
H 1.61334 1.58934 1.03550
H 0.53024 0.25628 1.48364
O -2.58843 -0.17092 0.68518
C -1.75655 0.38012 0.01938
O -1.13190 -0.14538 -1.01229
H -1.53998 1.45463 0.15333
H -0.10183 -0.35766 -0.92777
```



Least stable of them? entry i.



Entry i
This record from the OMol25 dataset describes a 2-piece molecular cluster, C6H14NP overall. The level of theory is ωB97M-V/def2-TZVPD.

Computed properties:
LUMO level (spin up / spin down) = 0.4 / -0.3 eV
M = 131.16 g mol⁻¹
highest occupied orbital energy (spin up / spin down) = -7.323 / -7.829 eV

XYZ file:
```
22
C6H14NP (ωB97M-V/def2-TZVPD)
C 0.80759 1.90384 -1.38736
C -2.43224 0.20949 -0.86559
C 0.09881 1.45545 -0.36252
C -0.00098 2.18236 0.91229
C 0.99981 -2.05667 -1.15835
C 0.44161 -1.08337 2.72232
N -0.22491 -1.31099 -1.52807
P -0.82017 -0.26654 -0.30513
H 0.96699 1.34907 -2.35519
H 1.36968 2.73295 -1.37416
H -3.08624 -0.56621 -0.92839
H -2.89279 0.98119 -0.38071
H -0.61698 1.55557 1.59675
H 0.90881 2.28119 1.46589
H -0.41537 3.14323 0.74513
H 1.26641 -2.88389 -1.92203
H 1.85971 -1.46185 -1.07601
H 0.86946 -2.69269 -0.23807
H 0.02650 -1.96222 3.09667
H 1.40285 -1.36609 2.31637
H 0.26410 -0.06561 2.94875
H -0.79267 -2.07821 -1.92259
```



Entry ii
This record from the OMol25 dataset describes one molecule with the formula C6H14NP. The level of theory is ωB97M-V/def2-TZVPD.

Computed properties:
LUMO level = 0.7 eV
M = 131.16 g mol⁻¹
highest occupied orbital energy = -8.021 eV
SMILES = C/C(=N/P)C(C)(C)C

XYZ file:
```
22
C6H14NP (ωB97M-V/def2-TZVPD)
C 1.20443 -1.46370 -1.07786
C 0.39530 -0.83003 0.02303
N 0.17294 -1.63204 1.13661
P -0.09457 -1.70338 2.70465
C -0.14199 0.52626 -0.22946
C -1.38391 0.84373 0.42580
C 0.83967 1.57797 0.21899
C -0.41941 0.63971 -1.75291
H 0.45734 -1.96006 -1.73959
H 2.10446 -2.21367 -0.81245
H 1.66844 -0.56373 -1.55862
H -1.04930 -0.79313 3.22797
H -0.94371 -2.78563 2.72471
H -1.65373 1.84989 0.06799
H -1.39986 0.92773 1.50135
H -1.94990 -0.00860 0.25344
H 0.65930 2.69820 0.23541
H 1.10986 1.37418 1.26593
H 1.83566 1.41049 -0.21207
H 0.35207 0.16858 -2.43049
H -0.37413 1.71868 -2.10836
H -1.38897 0.21855 -1.86406
```



Least stable of them? entry i.



Entry i
This record from the OMol25 dataset describes one molecule with the formula CH3FO2S. The level of theory is ωB97M-V/def2-TZVPD.

Computed properties:
LUMO level = 0.4 eV
M = 98.10 g mol⁻¹
highest occupied orbital energy = -11.393 eV
SMILES = O=[SH](=O)CF

XYZ file:
```
8
CH3FO2S (ωB97M-V/def2-TZVPD)
O -2.34032 -0.10774 -1.04863
S -1.45363 -0.20094 0.09084
O -1.93491 -0.70370 1.36742
C -0.67032 1.46366 0.18895
F -0.07498 1.47725 -1.13079
H -0.37164 -1.09931 -0.09693
H -1.38889 2.30350 0.16166
H 0.20510 1.48718 1.00381
```



Entry ii
This record from the OMol25 dataset describes a 2-piece molecular cluster, CH3FO2S overall. The level of theory is ωB97M-V/def2-TZVPD.

Computed properties:
LUMO level = 0.4 eV
M = 98.10 g mol⁻¹
highest occupied orbital energy = -11.463 eV

XYZ file:
```
8
CH3FO2S (ωB97M-V/def2-TZVPD)
C -0.45375 -0.42928 0.28580
O 0.39715 2.05432 -0.30262
O -1.80934 1.31727 -1.11610
F -0.84706 -1.45953 -0.47719
S -0.44927 1.01943 -0.80311
H 0.93163 -0.81616 0.79828
H -1.09218 -0.32469 1.15883
H 0.13888 0.48621 -1.95170
```



Least stable of them? entry ii.



Entry i
This record from the OMol25 dataset describes an isolated ion of composition C3H10N and charge +1. The level of theory is ωB97M-V/def2-TZVPD.

Computed properties:
LUMO level = -3.6 eV
M = 60.12 g mol⁻¹
highest occupied orbital energy = -16.623 eV
net charge = +1
SMILES = CC[NH2+]C

XYZ file:
```
14
C3H10N (ωB97M-V/def2-TZVPD)
C 2.00100 -0.13859 0.05833
C 0.35792 -0.59518 -0.21879
N -0.48577 0.51469 0.25309
C -1.91003 0.15817 -0.08688
H 2.62222 -0.96601 -0.24124
H 2.12538 0.93978 -0.44875
H 2.17423 -0.01518 1.08850
H 0.13784 -1.34365 0.55128
H 0.05400 -0.86326 -1.22894
H -0.37554 1.36571 -0.31122
H -0.16151 0.53140 1.27122
H -1.96304 0.19585 -1.07716
H -2.15817 -0.78070 0.27511
H -2.54724 0.87486 0.45836
```



Entry ii
This record from the OMol25 dataset describes C3H10N as an isolated structure. The level of theory is ωB97M-V/def2-TZVPD.

Computed properties:
LUMO level = -3.6 eV
M = 60.12 g mol⁻¹
highest occupied orbital energy = -15.872 eV
net charge = +1

XYZ file:
```
14
C3H10N (ωB97M-V/def2-TZVPD)
C -2.07062 0.27791 -0.01370
C 2.03891 0.09418 -0.01090
C -0.44768 -0.77769 0.00440
N 0.56546 0.34313 -0.00807
H -1.95238 1.02770 -0.85759
H -2.81325 -0.50031 -0.21016
H -2.10651 0.84873 0.99514
H 2.07279 -0.93422 0.34945
H 2.50029 0.23610 -0.94100
H 2.46801 0.79222 0.85233
H -0.36028 -1.34337 -0.93094
H -0.53072 -1.27658 0.87941
H 0.21119 0.84433 0.79354
H 0.19847 0.94624 -0.76485
```



Least stable of them? entry ii.